Formula: C47H43AlF6N4O6S3SiTe
Source: the Open Molecules 2025 dataset
Level of theory: the ωB97M-V functional and the def2-TZVPD basis

Each line ends with the Mulliken charge.
CARTESIAN COORDINATES (ANGSTROEM)
Al: -0.283 0.017 -0.367  -2.033
C: -1.534 -6.643 -2.037  -1.648
C: -1.336 -5.291 -1.399  0.018
C: -2.204 -4.812 -0.416  -0.340
C: -2.051 -3.567 0.163  -0.316
C: -3.022 -3.097 1.204  0.449
O: -2.639 -2.669 2.269  -0.717
C: -4.489 -3.181 0.897  0.187
C: -5.382 -3.179 1.966  -0.456
C: -6.746 -3.213 1.733  -0.688
C: -7.228 -3.230 0.429  -0.377
C: -6.343 -3.210 -0.639  -0.905
C: -4.975 -3.193 -0.406  0.137
C: -0.991 -2.735 -0.240  0.156
O: -0.956 -1.500 0.162  0.269
C: -0.065 -3.216 -1.184  1.163
C: -0.282 -4.478 -1.764  -0.967
C: 1.157 -2.457 -1.473  0.526
N: 1.322 -1.220 -1.102  0.794
C: 2.654 -0.596 -1.220  -1.156
C: 3.753 -1.201 -0.347  -1.471
Te: 3.240 -1.381 1.736  0.315
C: 3.211 -3.474 1.890  0.257
C: 4.356 -4.235 1.673  -0.480
C: 4.303 -5.617 1.787  -0.616
C: 3.111 -6.244 2.129  -0.508
C: 1.972 -5.484 2.365  -0.685
C: 2.021 -4.100 2.249  -0.074
C: 2.203 -3.211 -2.247  -0.198
C: 2.720 -4.411 -1.768  0.237
C: 3.675 -5.102 -2.499  -1.099
C: 4.110 -4.613 -3.723  -0.776
C: 3.573 -3.436 -4.222  -0.772
C: 2.623 -2.742 -3.489  -0.191
H: -2.500 -7.067 -1.763  0.418
H: -0.760 -7.347 -1.725  0.290
H: -1.495 -6.574 -3.125  0.389
H: -3.035 -5.434 -0.097  0.514
H: -4.985 -3.143 2.972  0.491
H: -7.436 -3.220 2.566  0.414
H: -8.294 -3.252 0.246  0.402
H: -6.717 -3.207 -1.655  0.409
H: -4.285 -3.166 -1.240  0.326
H: 0.394 -4.827 -2.533  0.664
H: 2.542 0.450 -0.941  0.572
H: 2.976 -0.609 -2.263  0.340
H: 4.624 -0.551 -0.412  0.696
H: 4.050 -2.189 -0.693  0.355
H: 5.290 -3.750 1.415  0.430
H: 5.197 -6.204 1.619  0.408
H: 3.073 -7.322 2.224  0.400
H: 1.041 -5.966 2.636  0.450
H: 1.128 -3.508 2.421  0.350
H: 2.374 -4.807 -0.823  0.641
H: 4.073 -6.028 -2.107  0.477
H: 4.856 -5.154 -4.291  0.368
H: 3.892 -3.054 -5.184  0.457
H: 2.201 -1.832 -3.893  0.102
F: -0.314 -0.927 6.226  -0.202
C: -0.398 0.202 5.527  0.349
F: -1.668 0.446 5.233  -0.140
F: 0.088 1.206 6.249  -0.205
S: 0.607 -0.041 4.008  0.786
O: 0.042 -1.149 3.307  -0.324
O: 1.970 -0.078 4.449  -0.636
N: 0.243 1.369 3.327  -0.256
S: 0.691 1.903 1.992  0.610
O: 0.031 3.111 1.615  -0.751
O: 0.741 0.898 0.886  0.013
C: 2.475 2.366 2.070  0.569
F: 2.656 3.160 3.111  -0.212
F: 3.274 1.315 2.162  -0.063
F: 2.781 3.032 0.946  -0.228
C: -2.454 2.403 -3.122  -1.272
Si: -2.823 0.977 -1.943  0.926
C: -2.480 -0.652 -2.856  -0.347
C: -4.653 0.998 -1.561  -1.435
N: -1.860 1.006 -0.495  1.691
C: -2.528 1.463 0.673  -0.071
C: -2.632 0.667 1.819  0.333
C: -3.315 1.122 2.939  -0.493
C: -3.905 2.378 2.950  -1.078
C: -3.788 3.186 1.825  -0.681
C: -3.102 2.738 0.708  -0.155
H: -3.374 2.735 -3.611  0.530
H: -1.753 2.121 -3.913  0.265
H: -2.037 3.261 -2.589  0.251
H: -2.340 -0.515 -3.931  0.516
H: -3.323 -1.332 -2.709  0.399
H: -1.601 -1.177 -2.466  -0.291
H: -5.198 0.484 -2.359  0.475
H: -5.048 2.012 -1.481  0.314
H: -4.862 0.486 -0.618  0.311
H: -2.202 -0.326 1.823  0.078
H: -3.393 0.474 3.806  0.594
H: -4.446 2.724 3.821  0.364
H: -4.222 4.179 1.822  0.396
H: -2.990 3.387 -0.155  0.298
S: 1.316 3.593 -2.659  -0.373
C: 0.636 2.517 -1.529  0.364
N: 0.440 1.294 -1.929  0.584
C: 0.798 1.159 -3.276  -1.339
C: 0.624 0.033 -4.082  -0.664
C: 0.994 0.103 -5.407  -1.247
C: 1.544 1.272 -5.950  -0.764
C: 1.708 2.396 -5.172  -0.502
C: 1.316 2.328 -3.837  1.815
H: 0.359 2.859 -0.541  -0.071
H: 0.189 -0.867 -3.673  1.211
H: 0.850 -0.761 -6.043  0.481
H: 1.830 1.296 -6.993  0.416
H: 2.112 3.310 -5.587  0.462

## Properties
Molecular weight ... 1152.74 g mol⁻¹
Highest occupied orbital energy ... -0.2728 Eh
Relative energy (zero: lowest compared OMol25 entry of this formula, charge and spin) ... 5.6 kcal per mole
E_tot ... -5081.21404 a.u.

---

Formula: C11H15N
Source: the Open Molecules 2025 dataset
Level of theory: the ωB97M-V functional and the def2-TZVPD basis

Each line ends with the Mulliken charge.
CARTESIAN COORDINATES (ANGSTROEM)
C: 0.680 0.513 -2.234  -1.566
C: 0.890 1.674 1.279  -0.429
C: 0.892 0.577 0.263  1.169
C: 0.552 1.166 -0.987  0.695
C: 0.396 2.487 -0.780  -0.649
C: 1.327 1.511 2.630  -0.660
C: 1.745 0.199 2.977  -0.469
C: 1.084 -0.748 0.807  -0.105
C: 1.457 -0.929 2.081  -0.823
N: 0.590 2.886 0.601  -0.088
H: 0.371 3.772 0.999  0.189
H: 1.303 2.433 3.203  0.356
H: 0.210 3.350 -1.407  0.443
H: 2.000 -0.106 4.102  0.216
H: 0.672 -1.606 0.175  0.159
H: 1.576 0.046 -2.031  0.429
H: 0.988 1.197 -2.955  0.448
H: 1.686 -1.819 2.576  0.429
H: -0.051 -0.214 -2.634  0.200
C: -1.713 -1.718 -1.447  -0.263
C: -2.868 -2.283 -0.644  -1.367
H: -2.005 -0.832 -1.914  0.335
H: -0.808 -1.617 -0.860  -0.170
H: -1.369 -2.424 -2.215  0.348
H: -3.630 -2.579 -1.305  0.397
H: -2.694 -3.279 -0.303  0.365
H: -3.278 -1.654 0.022  0.410

## Properties
Molecular weight ... 161.25 g mol⁻¹
Highest occupied orbital energy ... -0.2885 Eh
Relative energy (zero: lowest compared OMol25 entry of this formula, charge and spin) ... 57.5 kcal per mole
E_tot ... -482.82358 a.u.
SMILES ... Cc1c[nH]c2ccccc12.CC

---

Formula: C27H46IN6SSi3TeTi
Source: the Open Molecules 2025 dataset
Level of theory: the ωB97M-V functional and the def2-TZVPD basis

Each line ends with the Mulliken charge.
CARTESIAN COORDINATES (ANGSTROEM)
Ti: 0.608 -0.150 0.152  -0.835
C: -1.329 2.683 -1.575  -1.232
C: -1.514 2.292 -0.140  0.501
C: -2.464 2.907 0.652  -0.986
C: -2.615 2.506 1.975  -0.702
C: -1.848 1.478 2.486  -0.731
C: -0.922 0.866 1.646  0.010
N: -0.740 1.312 0.365  1.093
N: -0.115 -0.213 1.921  1.034
Si: -0.496 -1.399 3.168  0.233
C: -2.309 -1.901 2.968  -1.277
C: -0.133 -0.815 4.910  -1.218
C: 0.630 -2.846 2.637  -0.815
H: -0.877 3.673 -1.659  0.305
H: -2.297 2.729 -2.074  0.485
H: -0.697 1.970 -2.099  -0.005
H: -3.084 3.688 0.237  0.558
H: -3.349 2.993 2.604  0.528
H: -1.949 1.145 3.510  0.482
H: -2.945 -1.333 3.650  0.390
H: -2.459 -2.956 3.209  0.481
H: -2.690 -1.714 1.961  0.401
H: -0.971 -0.252 5.324  0.362
H: 0.756 -0.186 4.976  0.309
H: 0.024 -1.684 5.553  0.398
H: 1.016 -2.676 1.627  -0.034
H: 0.111 -3.807 2.659  0.481
H: 1.489 -2.942 3.302  0.379
C: 3.778 3.907 4.391  -1.058
Si: 3.216 3.158 2.772  0.024
C: 1.432 3.584 2.319  -0.555
C: 4.356 3.723 1.374  -0.968
C: 3.264 1.237 2.888  -0.094
Te: 3.202 0.460 0.903  -0.029
C: 3.815 -1.561 1.331  -0.161
Si: 5.584 -1.858 0.640  0.201
C: 6.693 -0.654 1.564  -0.776
C: 5.937 -3.684 0.904  -1.117
C: 5.529 -1.455 -1.209  -0.784
H: 3.694 4.995 4.342  0.340
H: 4.824 3.665 4.588  0.328
H: 3.186 3.569 5.242  0.345
H: 1.295 4.663 2.220  0.568
H: 0.736 3.233 3.085  0.209
H: 1.144 3.128 1.369  -0.141
H: 4.597 4.781 1.494  0.397
H: 3.904 3.599 0.387  0.234
H: 5.301 3.174 1.377  0.350
H: 2.418 0.837 3.446  -0.342
H: 4.193 0.891 3.342  0.663
H: 3.101 -2.259 0.893  -0.369
H: 3.776 -1.670 2.415  0.697
H: 6.848 -0.964 2.600  0.321
H: 6.245 0.342 1.567  0.083
H: 7.675 -0.575 1.097  0.399
H: 5.856 -3.958 1.957  0.347
H: 6.946 -3.942 0.576  0.370
H: 5.242 -4.308 0.340  0.318
H: 4.953 -0.547 -1.406  0.086
H: 5.100 -2.276 -1.789  0.235
H: 6.536 -1.285 -1.596  0.525
I: -2.128 -3.045 -4.407  0.195
C: -1.645 -2.572 -2.445  -0.954
C: -1.677 -3.391 -1.337  -0.086
N: -1.201 -2.672 -0.307  -0.061
N: -0.896 -1.411 -0.670  0.739
C: -1.161 -1.348 -1.978  -0.508
H: -2.007 -4.410 -1.223  0.523
H: -1.190 -2.936 0.666  -0.128
H: -1.041 -0.432 -2.536  0.556
N: 1.857 -3.095 -1.518  -0.128
C: 2.017 -1.893 -2.095  0.027
N: 1.746 -0.750 -1.493  1.313
C: 2.019 0.337 -2.348  -0.704
C: 1.880 1.692 -2.045  -0.466
C: 2.227 2.633 -3.000  -1.276
C: 2.705 2.247 -4.249  -0.811
C: 2.835 0.909 -4.571  -0.559
C: 2.489 -0.030 -3.613  1.001
S: 2.577 -1.772 -3.730  -0.224
H: 1.782 -3.165 -0.518  -0.036
H: 2.197 -3.912 -2.001  0.281
H: 1.506 2.017 -1.081  0.616
H: 2.128 3.684 -2.765  0.515
H: 2.979 2.999 -4.976  0.456
H: 3.199 0.598 -5.541  0.481

## Properties
Expectation value of S² ... 0.755
Molecular weight ... 873.40 g mol⁻¹
Highest occupied orbital energy (alpha / beta) ... -0.4927 / -0.4996 Eh
E_tot ... -4066.54271 a.u.
Net charge ... +2
2S+1 ... 2

---

Formula: C3H4F2O
Source: the Open Molecules 2025 dataset
Level of theory: the ωB97M-V functional and the def2-TZVPD basis

Each line ends with the Mulliken charge.
CARTESIAN COORDINATES (ANGSTROEM)
C: 1.140 0.258 -0.392  0.124
C: -0.265 -0.153 -0.475  0.231
C: -1.166 -0.232 0.682  -0.367
H: 1.713 0.579 -1.294  0.200
H: -0.353 -0.954 -1.235  0.317
H: -0.843 0.155 1.665  0.204
H: -2.020 -1.008 0.889  0.226
O: -1.264 0.727 -0.430  -0.426
F: 1.796 -0.798 0.179  -0.230
F: 1.261 1.425 0.411  -0.279

## Properties
Molecular weight ... 94.06 g mol⁻¹
Highest occupied orbital energy ... -0.4029 Eh
Relative energy (zero: lowest compared OMol25 entry of this formula, charge and spin) ... 36.3 kcal per mole
E_tot ... -391.61499 a.u.
SMILES ... FC(F)[C@H]1CO1

---

Formula: C5H21NO7
Source: the Open Molecules 2025 dataset
Level of theory: the ωB97M-V functional and the def2-TZVPD basis

Each line ends with the Mulliken charge.
CARTESIAN COORDINATES (ANGSTROEM)
C: 2.942 -1.427 0.772  -0.854
N: 1.775 -1.238 1.639  -0.282
C: 0.882 -0.142 1.084  -0.054
C: -0.343 -0.008 2.027  -0.158
C: -1.100 -1.299 1.708  -0.738
O: -1.186 1.059 1.984  -0.534
C: 1.442 1.208 1.460  -0.187
O: 1.226 2.141 0.690  -0.579
H: 3.994 -1.037 1.091  0.256
H: 2.728 -1.255 -0.293  0.334
H: 3.281 -2.482 0.730  0.311
H: 1.966 -1.274 2.745  0.283
H: 0.852 -0.184 -0.093  0.412
H: 0.097 -0.088 3.052  0.363
H: -1.801 -1.048 0.876  -0.058
H: -0.533 -2.216 1.536  0.384
H: -1.914 -1.508 2.573  0.247
H: -1.785 1.148 1.161  0.360
H: 1.841 1.467 2.467  0.345
H: -4.285 -0.401 -1.409  0.310
H: -2.796 -0.101 -1.158  0.316
O: -3.475 -0.858 -1.162  -0.637
H: -1.190 -3.696 -1.107  0.310
H: -2.413 -4.151 -0.596  0.321
O: -1.772 -4.493 -1.281  -0.633
H: -1.195 1.882 -1.812  0.340
H: -1.627 1.745 -3.137  0.307
O: -2.045 1.777 -2.271  -0.636
H: 0.989 3.154 -0.564  0.537
H: 1.446 4.336 -1.073  0.248
O: 0.848 3.717 -1.300  -0.618
H: 1.563 1.794 -2.872  0.303
H: 0.724 2.094 -4.071  0.318
O: 0.867 1.383 -3.393  -0.637

## Properties
Molecular weight ... 207.22 g mol⁻¹
Highest occupied orbital energy ... -0.3351 Eh
Relative energy (zero: lowest compared OMol25 entry of this formula, charge and spin) ... 107.3 kcal per mole
E_tot ... -784.41328 a.u.
SMILES ... CN[C@H](C=O)[C@H](C)O.O.O.O.O.O